{
  "formula": "C26H40BCuN9",
  "method": "ωB97M-V/def2-TZVPD",
  "lumo_ev": [0.36, -1.62],
  "fmax_ev_per_a": 3.97,
  "homo_ev": [-8.792, -8.825],
  "spin_multiplicity": 2,
  "s2": 0.7536,
  "homo_lumo_gap_ev": [9.15, 7.21],
  "symbols": ["Cu", "C", "C", "C", "C", "N", "N", "B", "N", "N", "C", "C", "C", "C", "C", "C", "C", "C", "N", "N", "C", "C", "C", "C", "C", "C", "C", "C", "C", "C", "C", "C", "H", "H", "H", "H", "H", "H", "H", "H", "H", "H", "H", "H", "H", "H", "H", "H", "H", "H", "H", "H", "H", "H", "H", "H", "H", "H", "H", "H", "H", "H", "H", "H", "H", "H", "H", "H", "H", "H", "H", "H", "N", "C", "N", "C", "N"],
  "coordinates": [[-7.258, -16.154, 0.281], [-9.624, -20.144, -2.223], [-9.233, -18.719, -2.030], [-9.357, -17.683, -2.959], [-8.978, -16.522, -2.271], [-8.595, -16.847, -1.046], [-8.758, -18.254, -0.890], [-8.437, -18.908, 0.475], [-9.091, -18.009, 1.551], [-8.735, -16.625, 1.665], [-9.390, -16.161, 2.723], [-10.205, -17.173, 3.261], [-10.003, -18.298, 2.479], [-10.702, -19.595, 2.637], [-9.355, -14.736, 3.258], [-8.281, -13.877, 2.569], [-9.057, -14.782, 4.781], [-10.778, -14.136, 3.026], [-6.899, -18.957, 0.773], [-6.239, -17.777, 1.125], [-4.986, -18.109, 1.422], [-4.785, -19.487, 1.162], [-6.038, -19.975, 0.732], [-6.465, -21.344, 0.420], [-3.978, -17.165, 2.105], [-2.871, -16.868, 1.070], [-3.404, -18.042, 3.243], [-4.638, -15.874, 2.671], [-9.173, -15.104, -2.768], [-10.547, -15.070, -3.452], [-8.097, -14.796, -3.836], [-9.173, -14.059, -1.604], [-10.270, -20.293, -3.095], [-8.676, -20.739, -2.392], [-10.098, -20.553, -1.318], [-9.707, -17.814, -3.991], [-8.788, -20.043, 0.523], [-10.925, -17.083, 4.070], [-11.692, -19.498, 3.096], [-10.762, -20.097, 1.656], [-10.034, -20.249, 3.241], [-7.265, -14.275, 2.756], [-8.421, -13.773, 1.470], [-8.278, -12.846, 2.993], [-8.233, -15.479, 5.016], [-8.807, -13.796, 5.199], [-9.950, -15.197, 5.337], [-11.080, -14.148, 1.953], [-11.517, -14.706, 3.599], [-10.851, -13.108, 3.418], [-3.902, -20.093, 1.337], [-5.622, -21.992, 0.125], [-6.946, -21.817, 1.308], [-7.222, -21.364, -0.406], [-2.427, -17.853, 0.708], [-3.237, -16.309, 0.163], [-2.045, -16.259, 1.491], [-2.809, -18.900, 2.850], [-2.760, -17.507, 3.962], [-4.247, -18.473, 3.834], [-5.007, -15.190, 1.867], [-5.457, -16.089, 3.361], [-3.892, -15.260, 3.226], [-10.565, -15.721, -4.350], [-11.355, -15.504, -2.812], [-10.859, -14.081, -3.797], [-8.053, -15.611, -4.621], [-8.358, -13.851, -4.353], [-7.052, -14.736, -3.460], [-9.891, -14.298, -0.781], [-8.164, -13.940, -1.125], [-9.437, -13.040, -1.979], [-3.901, -13.799, -4.223], [-4.044, -14.195, -3.131], [-4.027, -14.681, -1.935], [-5.095, -14.821, -1.289], [-5.987, -15.024, -0.523]],
  "atomic_forces_ev_per_a": [[-0.89, -0.35, 1.20], [1.21, -0.93, 0.12], [-0.62, -0.16, -1.34], [-0.17, -0.69, -0.02], [-0.36, -0.37, -0.11], [0.21, -1.15, 0.32], [0.52, 2.29, -0.10], [0.54, 0.32, 0.19], [0.38, 1.63, -0.20], [0.16, -1.81, 0.03], [-0.30, -0.04, 0.15], [-0.22, 0.04, -0.03], [-0.40, 0.96, 0.69], [0.99, -1.11, -0.43], [-0.09, 0.28, -0.24], [0.33, 0.45, -0.16], [-0.72, -0.85, 0.49], [0.09, 0.11, -0.04], [-0.01, 1.61, -0.55], [-0.15, -0.86, 0.04], [0.06, -0.18, 0.06], [-0.92, -0.21, -0.22], [1.33, 1.04, 0.88], [-0.82, -1.38, -0.43], [-0.15, -0.33, -0.48], [0.55, -0.16, -0.84], [-0.07, -0.46, 0.72], [0.57, 0.50, -0.52], [0.29, 0.42, 0.32], [-0.97, -0.97, -0.37], [0.39, -0.31, -0.77], [0.52, 0.41, 0.36], [0.14, 0.18, 0.26], [-1.02, 0.40, 0.12], [0.07, 0.13, -0.39], [0.12, 0.24, 0.73], [-0.45, 0.05, -0.03], [0.30, -0.02, -0.22], [0.40, 0.03, -0.10], [-0.30, 0.17, 0.42], [-0.69, 0.22, -0.11], [-0.42, 0.03, -0.13], [-0.03, -0.17, 0.64], [-0.15, -0.67, -0.28], [-0.17, 0.38, -0.25], [-0.18, -0.21, -0.25], [0.87, 0.55, -0.54], [0.32, 0.03, 0.72], [0.10, -0.07, -0.22], [0.24, -0.22, -0.28], [-0.24, 0.25, -0.13], [-0.28, 0.42, 0.15], [0.27, 0.28, -0.56], [0.71, 0.00, 0.69], [-0.51, 1.24, 0.40], [0.16, -0.59, 0.92], [-0.44, -0.35, -0.03], [-0.44, 0.69, 0.20], [-0.19, 0.09, -0.46], [0.60, 0.28, -0.36], [0.17, -0.72, 0.46], [-0.01, -0.14, -0.10], [-0.30, -0.59, -0.30], [0.22, 0.37, 0.37], [0.63, 0.55, -0.19], [0.25, 0.06, 0.26], [-0.31, 0.84, 0.82], [0.29, -0.42, 0.26], [-0.77, 0.15, 0.08], [0.40, -0.07, -0.77], [-0.80, -0.25, -0.53], [0.13, -0.82, 0.06], [-0.41, -0.44, 1.43], [0.83, 1.24, -3.67], [-0.15, -0.44, 1.51], [-1.42, -0.85, 1.94], [1.21, 0.44, -1.27]]
}